[1]
DFT (wB97M-V/def2-TZVPD) results for 2 unconnected molecules or ions with the total composition C5H10NP at a distorted geometry.

As for the multiplicity: 1. For the highest occupied orbital energy, the calculation gives -0.3086 hartree. Its max |F| is 3.515 eV/Å. As for the LUMO energy: 0.8046 eV. The calculation puts the HOMO-LUMO gap at 9.202 eV. Its SMILES is PN=C1CC1.C=C.

Structure (XYZ):
```
17
Properties=species:S:1:pos:R:3:mulliken_charge:R:1
C 1.9488 1.9354 0.5675 -0.411
C 1.9633 1.4811 -0.8572 -0.594
C -3.7230 -0.6745 -0.0614 -0.546
C -2.4785 -0.5886 0.3214 -0.285
C 1.5875 0.5593 0.3201 0.477
N 1.0299 -0.5063 0.6007 -0.395
P 0.7680 -1.8706 -0.2565 -0.133
H 2.8491 2.0014 1.1664 0.240
H 1.1748 2.6335 0.6900 0.214
H 1.0469 1.6750 -1.3664 0.211
H 2.7544 1.1791 -1.5021 0.304
H -4.4206 -0.6573 0.7176 0.256
H -3.9347 -0.8317 -1.0410 0.296
H -1.6823 -0.5427 -0.4508 -0.028
H -1.9410 -0.6869 1.2547 0.286
H 0.9940 -2.8352 0.7897 0.062
H 2.0634 -2.2710 -0.8926 0.046
```

[2]
DFT (wB97M-V/def2-TZVPD) results for C5H10NP in the gas phase at a distorted geometry.

As for the multiplicity: 1. For the highest occupied orbital energy, the calculation gives -0.2894 hartree. Its max |F| is 3.363 eV/Å. As for the LUMO energy: 1.1161 eV. The calculation puts the HOMO-LUMO gap at 8.990 eV. Its SMILES is C[C@H]1C=CCN1P.

Structure (XYZ):
```
17
Properties=species:S:1:pos:R:3:mulliken_charge:R:1
C 1.2855 1.2247 -0.3437 -0.464
C 1.4633 -0.0407 0.0044 -0.571
C 0.0707 1.6976 0.3493 -0.632
C 0.3617 -0.4545 0.9484 0.494
C -0.1248 -1.8541 0.8230 -1.777
N -0.6871 0.5301 0.7694 -0.106
P -2.0480 -0.0373 -0.2780 -0.095
H 1.9224 1.7516 -0.9295 0.574
H 2.2552 -0.6714 -0.3998 0.399
H 0.5020 2.2076 1.3215 0.200
H -0.4142 2.4718 -0.2327 0.385
H 0.7177 -0.1459 2.0555 0.200
H -0.5072 -1.8425 -0.1550 0.566
H -0.8116 -2.0773 1.6082 0.300
H 0.6182 -2.5619 0.9453 0.454
H -2.8684 1.0494 -0.0872 0.037
H -2.6451 -0.8945 0.6622 0.037
```

[3]
DFT (wB97M-V/def2-TZVPD) results for a gas-phase ion, C5H10NS (charge +1) at a distorted geometry.

As for the multiplicity: 1. The charge is +1. For the highest occupied orbital energy, the calculation gives -0.4599 hartree. Its max |F| is 4.900 eV/Å. As for the LUMO energy: -3.5942 eV. The calculation puts the HOMO-LUMO gap at 8.921 eV. Its SMILES is C/C=C1/C[NH2+]CS1.

Structure (XYZ):
```
17
Properties=species:S:1:pos:R:3:mulliken_charge:R:1
C -0.2090 0.3295 -0.3197 0.341
C -1.3474 1.0360 -0.1866 -0.021
C 0.7777 0.3253 1.0852 -0.902
C 1.7526 -1.4609 -0.2674 -0.475
C -2.2829 1.1821 -1.2996 -1.150
N 1.2988 -1.0425 1.1309 -0.198
S 0.3475 -0.9272 -1.4368 -0.062
H -1.5825 1.4839 0.8139 0.230
H 1.5358 0.9904 0.7912 0.377
H 0.2427 0.8964 1.8615 0.426
H 2.7995 -0.9999 -0.3605 0.344
H 1.8141 -2.5718 -0.3906 0.387
H -2.0942 0.5363 -2.1892 0.309
H -2.4290 2.2406 -1.6286 0.302
H -3.2009 0.8033 -0.8895 0.313
H 2.0963 -1.1653 1.7745 0.367
H 0.4810 -1.6563 1.5114 0.410
```

[4]
DFT (wB97M-V/def2-TZVPD) results for a gas-phase ion, C5H10NS (charge +1) at a distorted geometry.

As for the multiplicity: 1. The charge is +1. For the highest occupied orbital energy, the calculation gives -0.5159 hartree. Its max |F| is 3.599 eV/Å. As for the LUMO energy: -5.3347 eV. The calculation puts the HOMO-LUMO gap at 8.703 eV.

Structure (XYZ):
```
17
Properties=species:S:1:pos:R:3:mulliken_charge:R:1
C -0.7053 -1.0211 -1.4117 -0.533
C 0.5237 -1.5052 -0.5310 -0.601
C -0.3481 0.4522 -1.4241 -0.668
C 0.7468 -0.3723 0.4729 -0.568
C -0.2198 1.7737 2.3681 -0.378
N -0.0229 0.7526 -0.0077 0.168
S -0.5424 1.9915 0.7763 0.286
H -0.7070 -1.4353 -2.3947 0.370
H -1.7631 -1.2377 -1.0660 0.284
H 0.2112 -2.4484 -0.0967 0.310
H 1.3821 -1.7371 -1.1207 0.331
H 0.5360 0.7706 -1.9007 0.328
H -1.2481 0.9881 -1.5913 0.426
H 0.6135 -0.5278 1.5653 0.353
H 1.8442 0.0477 0.4242 0.322
H -0.5339 2.5449 3.1063 0.297
H 0.2330 0.9636 2.8313 0.273
```

[5]
DFT (wB97M-V/def2-TZVPD) results for a gas-phase ion, C5H10NS (charge +1) at a distorted geometry.

As for the multiplicity: 1. The charge is +1. For the highest occupied orbital energy, the calculation gives -0.4372 hartree. Its max |F| is 5.180 eV/Å. As for the LUMO energy: -3.8725 eV. The calculation puts the HOMO-LUMO gap at 8.025 eV. Its SMILES is [NH3+]/C=C/[C@@H]1C[C@H]1S.

Structure (XYZ):
```
17
Properties=species:S:1:pos:R:3:mulliken_charge:R:1
C -0.5012 -0.1547 -0.9273 0.004
C -0.8455 -0.1077 0.5312 -0.691
C -0.2206 -1.4604 -1.6473 -0.605
C -0.0157 0.5582 1.3406 -0.196
C 0.9446 -0.5972 -1.1712 -0.349
N -0.3427 1.0995 2.6708 -0.191
S 2.0039 0.3337 -2.3670 -0.188
H -0.9554 0.6114 -1.4975 0.439
H -1.7614 -0.5251 0.8792 0.341
H -0.5359 -2.4056 -1.1472 0.282
H -0.5005 -1.3025 -2.7482 0.230
H 1.0268 0.9362 0.8528 0.278
H 1.5734 -0.9385 -0.3216 0.434
H -1.2343 0.6667 2.9271 0.364
H -0.3526 2.0550 2.6630 0.342
H 0.3235 0.8086 3.4453 0.391
H 1.3936 0.4224 -3.4824 0.115
```

[6]
DFT (wB97M-V/def2-TZVPD) results for a gas-phase ion, C5H10NS (charge +1) at a distorted geometry.

As for the multiplicity: 1. The charge is +1. For the highest occupied orbital energy (alpha / beta), the calculation gives -0.4767 / -0.4767 hartree. Its max |F| is 5.169 eV/Å. As for the LUMO energy (alpha / beta): -5.2179 / -5.2182 eV. The calculation puts the HOMO-LUMO gap (alpha / beta) at 7.753 / 7.752 eV.

Structure (XYZ):
```
17
Properties=species:S:1:pos:R:3:mulliken_charge:R:1
C -0.2822 -1.1739 0.8328 -0.804
C -1.5776 -1.1016 0.4704 -0.103
C 0.1278 0.9806 -0.2960 -0.256
C 0.1118 2.1231 0.6458 -1.232
C 0.8991 -1.2118 -1.1220 -0.793
N 0.5754 -0.2809 0.0022 0.080
S -2.1292 0.0834 -0.6294 -0.009
H 0.2135 -1.7437 1.5064 0.594
H -2.3721 -1.6740 0.8653 0.439
H 0.1994 1.2767 -1.3524 0.490
H 1.0155 2.2912 1.2064 0.361
H -0.7709 2.1224 1.2909 0.323
H -0.1078 2.9547 0.0992 0.416
H 0.0975 -1.0438 -1.8786 0.364
H 1.8745 -1.1380 -1.5642 0.366
H 0.7361 -2.1863 -0.6887 0.399
H 1.3892 -0.2782 0.6120 0.366
```

[7]
DFT (wB97M-V/def2-TZVPD) results for a molecular structure, C5H10NS at a distorted geometry.

As for the multiplicity: 1. The charge is +1. For the highest occupied orbital energy, the calculation gives -0.4983 hartree. Its max |F| is 4.520 eV/Å. As for the LUMO energy: -5.5700 eV. The calculation puts the HOMO-LUMO gap at 7.988 eV.

Structure (XYZ):
```
17
Properties=species:S:1:pos:R:3:mulliken_charge:R:1
C 0.2328 -0.1916 -0.3113 0.206
C 1.4730 0.4458 -0.9547 -0.724
C -0.7027 0.7623 -0.9232 0.261
C -2.2346 0.7051 -0.9240 -0.885
C 0.2552 -0.3514 1.3069 -0.868
N 1.0946 -1.3517 1.8312 -0.520
S 0.4286 1.8377 -1.4833 0.042
H -0.0161 -1.1916 -0.5916 0.452
H 1.9368 0.0374 -1.7704 0.408
H -2.6650 1.4864 -1.5450 0.384
H -2.5965 0.8850 0.1814 0.311
H -2.3482 -0.3912 -1.2047 0.308
H -0.6729 -0.6628 1.8192 0.394
H 2.2703 0.7719 -0.1880 0.344
H 0.6564 0.6251 1.6410 0.388
H 2.0835 -1.1695 1.6251 0.255
H 0.8050 -2.2469 1.4915 0.246
```

[8]
DFT (wB97M-V/def2-TZVPD) results for 2 unconnected molecules or ions with the total composition C5H10O.

As for the multiplicity: 1. For the highest occupied orbital energy, the calculation gives -0.3480 hartree. Its max |F| is 0.521 eV/Å. As for the LUMO energy: 1.0054 eV. The calculation puts the HOMO-LUMO gap at 10.476 eV. Its SMILES is O=C1CCCC1.[H][H].

Structure (XYZ):
```
16
Properties=species:S:1:pos:R:3:mulliken_charge:R:1
C 0.5806 -0.0203 -0.7342 -0.543
C 0.5052 -0.3791 0.7440 0.436
O 1.3443 -0.9616 1.3910 -0.550
C -0.8902 0.0233 -1.1531 -0.647
C -1.5981 0.6487 0.0644 -0.585
C -0.8483 0.0849 1.2811 -0.497
H 1.0276 0.9828 -0.8052 0.252
H 1.2172 -0.7105 -1.2923 0.359
H 3.8675 -0.6329 -0.2522 0.225
H 3.3180 -0.8133 0.2188 -0.247
H -1.0644 0.5816 -2.0768 0.337
H -1.2531 -1.0000 -1.3115 0.289
H -2.6676 0.4227 0.0863 0.320
H -1.4967 1.7399 0.0236 0.273
H -1.3513 -0.7783 1.7319 0.268
H -0.6906 0.8121 2.0842 0.310
```

[9]
DFT (wB97M-V/def2-TZVPD) results for C5H10O in the gas phase at a distorted geometry.

As for the multiplicity: 1. For the highest occupied orbital energy, the calculation gives -0.3490 hartree. Its max |F| is 2.479 eV/Å. As for the LUMO energy: 1.1729 eV. The calculation puts the HOMO-LUMO gap at 10.670 eV. Its SMILES is C1CCOCC1.

Structure (XYZ):
```
16
Properties=species:S:1:pos:R:3:mulliken_charge:R:1
O -1.5525 -0.2615 0.2897 -0.378
C -1.1180 1.1013 0.1187 -0.504
C -0.5761 -1.1862 0.8447 -0.454
C 0.1332 1.1457 -0.7929 -0.527
C 0.5477 -1.2504 -0.1563 -0.521
C 1.1788 0.1424 -0.2635 -0.700
H -0.8376 1.5345 1.0747 0.321
H -1.9111 1.7483 -0.2522 0.315
H -0.2188 -0.8839 1.8580 0.307
H -1.0503 -2.1926 0.9476 0.271
H 0.5505 2.1616 -0.8347 0.325
H -0.1009 0.8703 -1.8364 0.300
H 1.2820 -1.9715 0.2542 0.300
H 0.1905 -1.5818 -1.0956 0.314
H 1.4296 0.4948 0.7253 0.319
H 2.0528 0.1288 -0.8812 0.313
```

[10]
DFT (wB97M-V/def2-TZVPD) results for C5H10O in the gas phase.

As for the multiplicity: 1. For the highest occupied orbital energy, the calculation gives -0.3736 hartree. Its max |F| is 0.315 eV/Å. As for the LUMO energy: 1.1643 eV. The calculation puts the HOMO-LUMO gap at 11.330 eV. Its SMILES is CC(C)[C@H]1CO1.

Structure (XYZ):
```
16
Properties=species:S:1:pos:R:3:mulliken_charge:R:1
C 1.3786 -1.1235 0.5867 -1.597
C 0.4295 0.0311 0.2609 0.672
C 1.1568 1.1603 -0.4707 -1.402
C -0.7472 -0.4831 -0.5652 -0.099
C -2.1360 -0.1023 -0.2948 -0.405
O -1.4290 0.4521 -1.3901 -0.441
H 0.8557 -1.9501 1.0816 0.377
H 2.1888 -0.7949 1.2465 0.408
H 1.8348 -1.5133 -0.3322 0.357
H 0.0412 0.4338 1.2069 0.195
H 1.9984 1.5258 0.1283 0.413
H 0.4775 1.9937 -0.6679 0.332
H 1.5486 0.8145 -1.4349 0.319
H -0.5820 -1.4456 -1.0557 0.386
H -2.9605 -0.7655 -0.5554 0.258
H -2.3378 0.5936 0.5188 0.229
```

[11]
DFT (wB97M-V/def2-TZVPD) results for a molecular structure, C5H10O at a distorted geometry.

As for the multiplicity: 1. For the highest occupied orbital energy, the calculation gives -0.2369 hartree. Its max |F| is 1.502 eV/Å. As for the LUMO energy: 0.4931 eV. The calculation puts the HOMO-LUMO gap at 6.939 eV.

Structure (XYZ):
```
16
Properties=species:S:1:pos:R:3:mulliken_charge:R:1
C 0.7494 1.3165 0.7451 -1.443
C -0.2363 0.1659 0.9165 0.544
C -0.7683 -0.4267 -0.3399 -0.037
C -0.6183 0.1684 -1.7039 -1.235
C 0.2404 -1.2034 1.3121 -0.783
O 0.7336 -1.5958 -0.1117 -0.455
H 1.5933 1.0132 0.1174 0.343
H 1.1523 1.5797 1.7277 0.394
H 0.2865 2.2142 0.3164 0.328
H -1.0687 0.4578 1.5674 0.372
H -1.6559 -1.0561 -0.2076 0.418
H -0.8347 -0.5431 -2.5043 0.367
H -1.3527 0.9837 -1.7987 0.350
H 0.3700 0.6017 -1.8454 0.281
H 1.0794 -1.2093 2.0053 0.186
H 0.3302 -2.4665 -0.1963 0.371
```

[12]
DFT (wB97M-V/def2-TZVPD) results for C5H10O in the gas phase at a distorted geometry.

As for the multiplicity: 1. For the highest occupied orbital energy, the calculation gives -0.3702 hartree. Its max |F| is 3.059 eV/Å. As for the LUMO energy: 1.0302 eV. The calculation puts the HOMO-LUMO gap at 11.104 eV. Its SMILES is CC[C@@]1(C)CO1.

Structure (XYZ):
```
16
Properties=species:S:1:pos:R:3:mulliken_charge:R:1
C -0.2525 -0.6417 1.9186 -1.095
C -0.8921 -0.0453 0.6852 -0.492
C 0.1141 0.2500 -0.4517 1.104
C 0.7887 -0.8888 -1.1792 -1.171
C 0.0152 1.5375 -1.1611 -0.730
H 0.3776 -1.5795 1.6881 0.277
H -1.0546 -0.7855 2.6599 0.320
H 0.5057 0.0149 2.3521 0.308
H -1.6564 -0.7052 0.2905 0.319
H -1.2902 0.9907 0.9135 0.279
H 1.7769 -1.2755 -0.6898 0.259
H 1.0476 -0.5018 -2.3089 0.304
H 0.0228 -1.6861 -1.3437 0.305
H 0.4040 1.6793 -2.2185 0.243
H -0.8299 2.2223 -1.0381 0.229
O 0.9229 1.4147 -0.1169 -0.459
```

[13]
DFT (wB97M-V/def2-TZVPD) results for 2 unconnected molecules or ions with the total composition C5H10O at a distorted geometry.

As for the multiplicity: 1. For the highest occupied orbital energy, the calculation gives -0.3490 hartree. Its max |F| is 4.269 eV/Å. As for the LUMO energy: 0.9471 eV. The calculation puts the HOMO-LUMO gap at 10.444 eV. Its SMILES is C=CC.CC=O.

Structure (XYZ):
```
16
Properties=species:S:1:pos:R:3:mulliken_charge:R:1
C -2.6917 -0.1555 -1.7773 -1.044
C -1.6259 0.7422 -1.2707 -0.005
C -0.5835 1.4011 -1.8594 -0.723
H -2.8180 -0.1678 -2.8215 0.347
H -2.4660 -1.1933 -1.6048 0.262
H -3.6649 0.0388 -1.3407 0.282
H -1.7595 1.0041 -0.3098 0.393
H 0.0676 2.1018 -1.3974 0.312
H -0.5399 1.3984 -3.0230 0.179
O 2.7576 1.0288 1.6439 -0.493
C 2.1562 -0.0698 1.7035 0.291
C 2.4286 -1.2450 2.6139 -0.798
H 1.2954 -0.1069 0.9584 0.210
H 2.2218 -2.2387 2.1260 0.282
H 1.7299 -1.2100 3.4974 0.239
H 3.4924 -1.3281 2.8614 0.265
```

[14]
DFT (wB97M-V/def2-TZVPD) results for a molecular structure, C5H10O.

As for the multiplicity: 1. For the highest occupied orbital energy, the calculation gives -0.3111 hartree. Its max |F| is 0.331 eV/Å. As for the LUMO energy: 0.2454 eV. The calculation puts the HOMO-LUMO gap at 8.712 eV.

Structure (XYZ):
```
16
Properties=species:S:1:pos:R:3:mulliken_charge:R:1
C -0.8961 -1.0168 0.4502 -0.555
C -1.5831 0.0711 -0.0711 -0.706
C -0.4651 1.7428 0.0121 -0.339
O 0.7171 1.6872 -0.4102 -0.508
C 1.8934 -0.0482 -0.2398 -0.361
C 1.1944 -1.2240 -0.1942 -0.630
H -0.9207 -1.9779 -0.0459 0.376
H -0.7428 -1.0587 1.5275 0.301
H -1.9250 -0.0063 -1.1022 0.297
H -2.2643 0.5909 0.5954 0.380
H -0.6379 1.8925 1.0947 0.308
H -1.2147 2.2243 -0.6348 0.323
H 2.3651 0.3460 0.6539 0.229
H 2.2310 0.3663 -1.1793 0.230
H 1.2864 -1.8665 0.6756 0.335
H 0.9624 -1.7228 -1.1320 0.319
```

The following energy relative to the best compared isomer or geometry (same formula, charge and spin) values (in kJ/mol) correspond, in order, to the records above: 326.7, 121.0, 239.5, 292.7, 328.1, 371.4, 255.6, 88.2, 59.6, 125.7, 504.9, 178.3, 216.5, 479.1.